Molecular formula: C5H8O
Method: DFT, wB97M-V/def2-TZVPD

As for the charge: 0. The orbital gap comes out at 10.3749 eV. As for the energy above the lowest of the compared OMol25 structures with the same formula, charge and spin: 2.533 eV. The value obtained for the HOMO energy is -9.52 eV. Its structure (SMILES) is CCC#CCO.

Atoms and positions in Å:
C1 1.88 -1.09 -0.60
C2 1.35 0.29 -0.86
C3 -0.02 0.36 -0.53
C4 -0.95 0.71 0.10
C5 -2.16 0.84 0.83
O1 -2.25 -0.05 1.91
H1 1.39 -1.83 -1.23
H2 2.93 -1.09 -0.84
H3 1.76 -1.46 0.42
H4 1.86 1.06 -0.25
H5 1.46 0.66 -1.88
H6 -2.98 0.69 0.12
H7 -2.22 1.85 1.22
H8 -2.07 -0.94 1.60

Molecular formula: C14H21BBiGaI2O6S
Method: DFT, wB97M-V/def2-TZVPD

As for the charge: +4. The orbital gap comes out at 4.9563 eV. The value obtained for the HOMO energy is -21.87 eV.

Atoms and positions in Å:
I1 2.17 1.35 3.05
I2 -3.70 -1.23 -0.30
Ga1 -1.15 -0.54 -0.56
Bi1 0.92 0.38 0.80
S1 -1.29 1.35 1.03
C1 1.76 2.11 -0.45
C2 2.71 -0.59 0.04
C3 -1.60 3.09 0.44
C4 -3.10 3.14 0.62
C5 -1.20 3.38 -1.00
C6 -0.87 3.99 1.43
C7 -0.58 -2.08 -1.56
C8 -1.35 0.44 -2.31
O1 3.71 -1.08 -0.19
O2 2.22 3.01 -1.00
O3 -0.36 -3.02 -2.19
O4 -1.62 0.91 -3.27
H1 -3.46 4.13 0.32
H2 -3.38 2.98 1.68
H3 -3.61 2.38 0.01
H4 -0.86 4.43 -1.05
H5 -2.09 3.30 -1.66
H6 -0.41 2.75 -1.39
H7 -1.13 5.03 1.21
H8 0.23 3.88 1.37
H9 -1.18 3.76 2.47
C9 0.30 -4.17 4.26
C10 0.83 -3.32 3.17
C11 2.19 -2.68 3.57
O5 -0.07 -2.22 2.75
B1 0.16 -2.03 1.44
O6 0.91 -2.96 0.81
C12 0.97 -4.14 1.78
C13 2.22 -4.90 1.60
C14 -0.28 -4.99 1.45
H10 0.24 -3.61 5.18
H11 0.99 -5.01 4.42
H12 -0.68 -4.57 4.04
H13 2.03 -2.07 4.46
H14 2.90 -3.45 3.81
H15 2.60 -2.03 2.79
H16 2.25 -5.70 2.36
H17 2.25 -5.38 0.63
H18 3.12 -4.31 1.70
H19 -1.22 -4.45 1.51
H20 -0.18 -5.39 0.44
H21 -0.30 -5.84 2.13

Molecular formula: C3H2N2
Method: DFT, wB97M-V/def2-TZVPD

As for the charge: 0. The orbital gap (spin up / spin down) comes out at 9.1549 / 6.9725 eV. As for the energy above the lowest of the compared OMol25 structures with the same formula, charge and spin: 4.584 eV. The value obtained for the HOMO energy (spin up / spin down) is -12.08 / -10.80 eV.

Atoms and positions in Å:
C1 -0.05 1.72 -0.05
C2 -2.60 -0.03 0.13
C3 0.10 0.35 -0.03
N1 -0.11 2.89 0.01
N2 -3.74 -0.19 -0.04
H1 0.33 -0.15 0.97
H2 0.16 -0.11 -0.92

Molecular formula: C27H24F2N4O3S2
Method: DFT, wB97M-V/def2-TZVPD

As for the charge: 0. The orbital gap comes out at 7.4265 eV. As for the energy above the lowest of the compared OMol25 structures with the same formula, charge and spin: 0.424 eV. The value obtained for the HOMO energy is -7.26 eV. Its structure (SMILES) is O=C(CSc1nc2ccccc2c(=O)n1-c1ccc(SC(F)F)cc1)Nc1ccc(N2CCOCC2)cc1.

Atoms and positions in Å:
O1 1.78 1.87 -1.70
C1 1.70 2.40 -0.62
C2 2.92 2.94 0.11
S1 3.16 1.98 1.65
C3 4.01 0.59 0.91
N1 5.25 0.78 0.68
C4 5.97 -0.23 0.10
C5 7.33 -0.04 -0.18
C6 8.06 -1.06 -0.74
C7 7.47 -2.28 -1.03
C8 6.13 -2.49 -0.76
C9 5.37 -1.47 -0.19
C10 3.96 -1.67 0.08
O2 3.34 -2.69 -0.12
N2 3.31 -0.54 0.63
C11 1.90 -0.65 0.81
C12 1.12 -0.93 -0.30
C13 -0.24 -1.12 -0.16
C14 -0.82 -1.03 1.10
S2 -2.56 -1.32 1.33
C15 -2.69 -2.83 0.31
F1 -3.67 -3.62 0.78
F2 -3.00 -2.56 -0.97
C16 -0.04 -0.70 2.21
C17 1.32 -0.52 2.06
N3 0.57 2.57 0.11
C18 -0.74 2.17 -0.16
C19 -1.68 2.30 0.85
C20 -2.99 1.91 0.66
C21 -3.42 1.39 -0.56
N4 -4.73 1.03 -0.80
C22 -5.76 1.25 0.19
C23 -5.84 0.04 1.15
O3 -5.42 -1.14 0.51
C24 -5.82 -1.17 -0.84
C25 -5.05 -0.10 -1.65
C26 -2.47 1.29 -1.58
C27 -1.15 1.67 -1.39
H1 2.78 3.98 0.42
H2 3.82 2.85 -0.50
H3 7.77 0.92 0.06
H4 9.11 -0.91 -0.96
H5 8.06 -3.07 -1.47
H6 5.65 -3.43 -0.98
H7 1.57 -1.00 -1.28
H8 -0.84 -1.34 -1.02
H9 -1.74 -3.38 0.33
H10 -0.50 -0.62 3.18
H11 1.93 -0.29 2.92
H12 0.69 2.96 1.04
H13 -1.38 2.69 1.81
H14 -3.67 2.01 1.49
H15 -6.71 1.35 -0.35
H16 -5.59 2.17 0.73
H17 -5.17 0.16 2.00
H18 -6.87 -0.07 1.52
H19 -5.58 -2.17 -1.21
H20 -6.91 -1.01 -0.92
H21 -5.66 0.24 -2.50
H22 -4.13 -0.54 -2.03
H23 -2.76 0.93 -2.56
H24 -0.44 1.58 -2.19

Molecular formula: C49H55FN8O16P
Method: DFT, wB97M-V/def2-TZVPD

As for the charge: -1. The orbital gap comes out at 4.4032 eV. As for the energy above the lowest of the compared OMol25 structures with the same formula, charge and spin: 0.710 eV. The value obtained for the HOMO energy is -3.82 eV.

Atoms and positions in Å:
C1 2.57 2.81 3.36
C2 1.64 2.32 2.19
O1 0.50 3.13 2.05
C3 -0.58 2.42 1.48
C4 -1.93 2.57 2.27
P1 -1.69 2.07 4.13
F1 -1.41 1.70 5.82
C5 -2.85 0.56 4.00
C6 -2.19 -0.69 3.36
O2 -1.90 -0.51 1.94
C7 -0.95 -1.23 4.18
N1 0.20 -1.48 3.30
H1 2.16 3.77 3.73
H2 2.58 2.05 4.16
H3 3.61 2.95 3.03
H4 2.28 2.26 1.27
H5 1.38 1.27 2.44
H6 -0.79 2.82 0.46
H7 -0.36 1.34 1.34
H8 -2.33 3.61 2.18
H9 -2.67 1.92 1.75
H10 -2.85 2.89 4.45
H11 -0.86 3.24 4.33
H12 -0.52 1.31 3.72
H13 -3.71 0.84 3.36
H14 -3.30 0.25 4.96
H15 -2.94 -1.51 3.39
H16 -2.71 -0.77 1.52
H17 -0.71 -0.51 4.98
H18 -1.19 -2.20 4.68
H19 0.48 -0.64 2.82
H20 0.98 -1.89 3.80
C8 0.68 -5.34 0.65
C9 0.34 -4.00 0.83
C10 -0.98 -3.60 0.66
C11 -1.94 -4.54 0.32
C12 -1.60 -5.88 0.14
C13 -0.29 -6.27 0.30
N2 -3.33 -4.12 0.16
O3 -3.59 -2.94 0.32
O4 -4.16 -4.97 -0.10
H21 1.71 -5.65 0.79
H22 1.09 -3.28 1.10
H23 -1.23 -2.56 0.80
H24 -2.35 -6.61 -0.13
H25 -0.01 -7.31 0.17
C14 8.97 2.52 0.98
C15 8.10 3.37 0.31
C16 6.75 3.06 0.24
C17 6.28 1.90 0.84
C18 7.14 1.04 1.50
C19 8.49 1.35 1.57
N3 4.86 1.59 0.79
O5 4.13 2.36 0.19
O6 4.47 0.59 1.35
H26 10.02 2.76 1.03
H27 8.47 4.27 -0.15
H28 6.07 3.73 -0.28
H29 6.78 0.13 1.97
H30 9.18 0.69 2.08
C20 3.40 0.51 -2.69
C21 3.80 -0.67 -3.32
C22 3.79 -1.86 -2.62
C23 3.37 -1.87 -1.30
C24 2.97 -0.71 -0.66
C25 2.99 0.49 -1.37
N4 3.34 -3.14 -0.57
O7 3.71 -4.14 -1.14
O8 2.93 -3.11 0.57
H31 3.40 1.44 -3.24
H32 4.12 -0.65 -4.35
H33 4.11 -2.77 -3.11
H34 2.65 -0.72 0.37
H35 2.68 1.41 -0.88
C26 -2.78 -0.33 -1.73
C27 -3.30 -0.15 -3.00
C28 -2.53 0.43 -4.00
C29 -1.22 0.81 -3.70
C30 -0.69 0.63 -2.43
C31 -1.47 0.06 -1.44
N5 -0.39 1.39 -4.75
O9 -0.89 1.55 -5.85
O10 0.75 1.69 -4.47
H36 -3.38 -0.79 -0.95
H37 -4.32 -0.45 -3.22
H38 -2.94 0.57 -4.99
H39 0.32 0.93 -2.21
H40 -1.07 -0.08 -0.45
C32 1.42 5.20 -0.18
C33 0.73 6.38 -0.40
C34 1.37 7.60 -0.23
C35 2.70 7.62 0.16
C36 3.40 6.44 0.40
C37 2.75 5.22 0.22
N6 3.39 8.90 0.32
O11 2.75 9.91 0.13
O12 4.56 8.88 0.64
H41 0.92 4.25 -0.32
H42 -0.30 6.35 -0.72
H43 0.83 8.52 -0.41
H44 4.43 6.45 0.71
H45 3.27 4.30 0.40
C38 -3.12 0.77 -8.27
C39 -3.97 1.57 -9.02
C40 -5.27 1.17 -9.26
C41 -5.72 -0.03 -8.73
C42 -4.88 -0.85 -7.99
C43 -3.57 -0.45 -7.76
N7 -7.10 -0.45 -8.96
O13 -7.81 0.28 -9.63
O14 -7.47 -1.49 -8.47
H46 -2.10 1.08 -8.08
H47 -3.61 2.51 -9.42
H48 -5.93 1.80 -9.84
H49 -5.23 -1.79 -7.59
H50 -2.91 -1.07 -7.18
C44 -5.13 -7.49 4.89
C45 -4.83 -6.73 6.01
C46 -3.73 -5.88 6.00
C47 -2.95 -5.80 4.85
C48 -3.24 -6.56 3.73
C49 -4.34 -7.41 3.75
N8 -1.81 -4.88 4.82
O15 -1.57 -4.24 5.82
O16 -1.18 -4.82 3.79
H51 -5.99 -8.15 4.90
H52 -5.44 -6.80 6.90
H53 -3.50 -5.29 6.87
H54 -2.63 -6.49 2.84
H55 -4.58 -8.00 2.88

Molecular formula: C4H8N2O2S
Method: DFT, wB97M-V/def2-TZVPD

As for the charge: 0. The orbital gap comes out at 9.6481 eV. As for the energy above the lowest of the compared OMol25 structures with the same formula, charge and spin: 3.084 eV. The value obtained for the HOMO energy is -8.94 eV.

Atoms and positions in Å:
C1 -0.51 2.16 0.15
C2 0.09 1.10 -0.76
C3 -1.25 0.31 0.90
C4 0.75 -1.00 0.36
N1 -1.10 1.66 1.15
N2 -0.32 -0.17 -0.15
O1 -2.99 0.72 -1.17
O2 -2.78 -1.63 -0.08
S1 -2.94 0.04 0.11
H1 -0.24 3.24 -0.11
H2 -0.20 1.05 -1.72
H3 1.12 1.11 -0.85
H4 -1.19 -0.36 1.87
H5 1.31 -1.14 -0.46
H6 1.42 -0.71 1.11
H7 0.22 -2.06 0.66
H8 -1.95 -1.89 -0.42

Per-record E, eV: -7359.7222; -113022.4960; -6117.9014; -67597.7462; -108372.3345; -22185.2708